Entry 1:
Molecular formula: C6H10O
Method: DFT, the ωB97M-V functional and the def2-TZVPD basis

The value obtained for the energy above the lowest of the compared OMol25 structures with the same formula, charge and spin is 165.4 kJ/mol. The spin multiplicity is 1. The LUMO energy comes out at 1.2 eV.

Each line ends with the natural charge from an NBO analysis.
Geometry (Å):
C -1.78156 -0.17186 1.24712  -0.419
C -1.48035 0.92135 0.27449  -0.420
C -0.91732 -0.48842 0.04924  -0.262
C 0.55112 -0.87009 0.25897  0.108
C 1.51062 -0.58443 -0.92010  -0.444
C 1.67347 0.74868 -0.18642  -0.064
O 1.18915 0.16178 1.03614  -0.540
H -1.26660 -0.09069 2.20404  0.223
H -2.79595 -0.56052 1.30812  0.212
H -2.30174 1.25143 -0.36291  0.213
H -0.85472 1.74022 0.62599  0.221
H -1.36523 -1.00659 -0.79744  0.216
H 0.68866 -1.86399 0.71962  0.187
H 2.43035 -1.18122 -0.86063  0.210
H 1.12760 -0.59116 -1.94732  0.206
H 2.66539 1.19163 -0.05985  0.183
H 0.95588 1.48940 -0.56523  0.170



Entry 2:
Molecular formula: C6H10O
Method: DFT, the ωB97M-V functional and the def2-TZVPD basis

The SMILES is CC(C)=CCC=O. The value obtained for the energy above the lowest of the compared OMol25 structures with the same formula, charge and spin is 323.1 kJ/mol. The spin multiplicity is 1. The LUMO energy comes out at 0.9 eV.

Each line ends with the natural charge from an NBO analysis.
Geometry (Å):
C -2.31191 0.02753 -0.05696  -0.639
C -0.83653 0.32389 -0.03382  -0.021
C -0.36624 1.20634 1.04347  -0.626
C 0.09834 -0.24664 -0.81160  -0.272
C 1.22741 -1.03423 -0.22813  -0.539
C 2.57988 -0.42193 -0.36155  0.443
O 2.75299 0.74284 -0.63154  -0.526
H -3.03495 0.85110 -0.00588  0.211
H -2.44665 -0.57952 0.85507  0.220
H -2.53747 -0.62781 -0.89806  0.227
H -0.87527 1.85659 0.15937  0.302
H 0.64889 1.60892 1.01570  0.239
H -0.70380 0.97788 2.07943  0.214
H 0.06832 -0.22762 -1.89217  0.200
H 1.23849 -1.96714 -0.81593  0.234
H 1.06848 -1.36747 0.81689  0.233
H 3.43003 -1.12273 -0.23428  0.099



Entry 3:
Molecular formula: C6H10O
Method: DFT, the ωB97M-V functional and the def2-TZVPD basis

The value obtained for the energy above the lowest of the compared OMol25 structures with the same formula, charge and spin is 370.9 kJ/mol. The spin multiplicity is 1. The LUMO energy (spin up / spin down) comes out at 0.5 / 0.6 eV.

Each line ends with the natural charge from an NBO analysis.
Geometry (Å):
C 2.06036 0.23110 0.35109  -0.288
O 1.11443 -0.72368 0.91986  -0.555
C 0.22600 -1.15418 -0.09424  -0.072
C -1.16649 -1.13235 0.31108  -0.075
C -1.68292 0.24774 0.54344  -0.462
C -0.81304 1.04259 -0.43511  -0.470
C -0.00011 -0.06427 -1.02483  -0.103
H 2.77496 0.17600 1.14473  0.204
H 1.73985 1.28887 0.24434  0.173
H 2.57083 -0.02668 -0.60013  0.176
H 0.52536 -2.10219 -0.57692  0.192
H -1.74375 -2.01665 0.60984  0.205
H -2.72968 0.29477 0.23173  0.218
H -1.63434 0.59010 1.58607  0.218
H -1.41858 1.46914 -1.23560  0.219
H -0.27221 1.87593 0.04077  0.212
H 0.44935 0.00376 -2.01612  0.207



Entry 4:
Molecular formula: C6H10O
Method: DFT, the ωB97M-V functional and the def2-TZVPD basis

The SMILES is C[C@H]1C[C@]2(CO2)C1. The value obtained for the energy above the lowest of the compared OMol25 structures with the same formula, charge and spin is 214.3 kJ/mol. The spin multiplicity is 1. The LUMO energy comes out at 1.1 eV.

Each line ends with the natural charge from an NBO analysis.
Geometry (Å):
C 0.30094 -1.52831 1.69301  -0.603
C -0.09460 -0.94845 0.35275  -0.202
C 1.00544 -0.21150 -0.46615  -0.429
C -0.02471 0.87014 -0.73155  0.203
C -0.40778 1.56469 -1.94019  -0.154
O 0.12369 2.25165 -0.72423  -0.498
C -0.93782 0.34314 0.34970  -0.424
H 0.79255 -0.76680 2.31165  0.203
H -0.57692 -1.89181 2.23808  0.210
H 0.99840 -2.36235 1.56475  0.210
H -0.59183 -1.69992 -0.26954  0.200
H 1.80119 0.19078 0.16592  0.216
H 1.43856 -0.73315 -1.32625  0.215
H 0.41070 2.00617 -2.47250  0.233
H -1.48148 1.64841 -2.15824  0.192
H -2.01629 0.30321 0.17822  0.210
H -0.74005 0.96413 1.23456  0.217



Entry 5:
Molecular formula: C6H10O
Method: DFT, the ωB97M-V functional and the def2-TZVPD basis

The SMILES is CC1(O)CC=CC1. The value obtained for the energy above the lowest of the compared OMol25 structures with the same formula, charge and spin is 4.2 kJ/mol. The spin multiplicity is 1. The LUMO energy comes out at 1.0 eV.

Each line ends with the natural charge from an NBO analysis.
Geometry (Å):
C -1.78700 -0.54374 -0.28968  -0.626
C -0.45075 -0.08736 0.28550  0.260
O -0.54353 0.02208 1.70471  -0.722
C -0.01422 1.31407 -0.19019  -0.456
C 1.48730 1.20938 -0.27700  -0.178
C 1.89818 -0.05478 -0.21873  -0.190
C 0.73713 -1.00805 -0.09269  -0.462
H -2.04502 -1.54772 0.07123  0.204
H -1.75840 -0.57838 -1.38444  0.210
H -2.58192 0.14327 0.01842  0.219
H -0.64116 -0.87050 2.06106  0.461
H -0.44983 1.55895 -1.16905  0.211
H -0.36178 2.06802 0.52441  0.230
H 2.13404 2.07454 -0.39340  0.210
H 2.93153 -0.38518 -0.27735  0.209
H 0.89033 -1.78383 0.67001  0.207
H 0.55512 -1.53075 -1.04280  0.213



Entry 6:
Molecular formula: C6H10O
Method: DFT, the ωB97M-V functional and the def2-TZVPD basis

The value obtained for the energy above the lowest of the compared OMol25 structures with the same formula, charge and spin is 289.7 kJ/mol. The spin multiplicity is 1. The LUMO energy comes out at 0.6 eV.

Each line ends with the natural charge from an NBO analysis.
Geometry (Å):
C -2.08168 0.36368 -0.77654  -0.641
C -0.73961 0.23959 -0.11793  -0.030
C -0.45282 0.26315 1.19547  -0.213
C 0.98722 0.18661 1.49749  -0.371
C 1.66063 0.08116 0.10691  -0.456
C 0.51335 0.11989 -0.95565  0.069
O 0.47747 -0.97917 -1.86031  -0.709
H -2.17241 -0.33063 -1.62083  0.228
H -2.21254 1.37515 -1.18431  0.218
H -2.89880 0.17727 -0.07292  0.217
H -1.19255 0.30084 1.98501  0.212
H 1.15646 -1.02308 2.32150  0.118
H 1.44244 0.08468 2.50237  0.267
H 2.42633 0.82866 -0.14048  0.222
H 2.13854 -0.89228 0.08624  0.225
H 0.61971 0.98471 -1.62610  0.181
H 0.32826 -1.78023 -1.33991  0.462



Entry 7:
Molecular formula: C6H10O
Method: DFT, the ωB97M-V functional and the def2-TZVPD basis

The SMILES is C[C@H]1C[C@@]2(O)C[C@@H]12. The value obtained for the energy above the lowest of the compared OMol25 structures with the same formula, charge and spin is 151.1 kJ/mol. The spin multiplicity is 1. The LUMO energy comes out at 0.9 eV.

Each line ends with the natural charge from an NBO analysis.
Geometry (Å):
C 2.21361 0.28712 -0.22916  -0.615
C 0.84512 -0.37443 -0.21806  -0.186
C -0.01316 -0.49162 1.06742  -0.428
C -1.25516 -0.32237 0.17295  0.243
O -2.26667 -1.25974 0.05097  -0.687
C -1.33533 1.09860 -0.25113  -0.448
C -0.38972 0.14253 -0.97168  -0.238
H 2.86883 -0.19500 0.50861  0.209
H 2.17846 1.35850 -0.00839  0.205
H 2.68872 0.15830 -1.20984  0.211
H 0.97614 -1.40607 -0.57107  0.200
H 0.12078 0.34511 1.76518  0.198
H 0.06836 -1.43632 1.60887  0.217
H -2.90413 -1.12841 0.76438  0.472
H -2.21197 1.32463 -0.85540  0.226
H -1.02800 1.90852 0.41040  0.205
H -0.55589 -0.00937 -2.03405  0.218



Entry 8:
Molecular formula: C6H10O
Method: DFT, the ωB97M-V functional and the def2-TZVPD basis

The value obtained for the energy above the lowest of the compared OMol25 structures with the same formula, charge and spin is 463.5 kJ/mol. The spin multiplicity is 1. The LUMO energy comes out at 0.7 eV.

Each line ends with the natural charge from an NBO analysis.
Geometry (Å):
C -1.40725 -0.10843 -0.01246  -0.532
C -0.70060 -1.29276 -0.68486  0.181
O 0.61476 -1.26291 -0.83542  -0.505
C 1.54560 -0.69573 0.09242  -0.120
C 1.46921 0.77834 0.34025  -0.233
C 0.46009 1.60278 0.07641  -0.169
C -0.86986 1.23054 -0.52137  -0.445
H -1.42301 -0.07784 1.08112  0.219
H -2.45477 -0.20678 -0.32090  0.225
H -0.78174 -2.38669 0.82154  0.027
H -0.99104 -2.43746 0.02749  0.094
H 1.44464 -1.25233 1.03869  0.191
H 2.52607 -0.94555 -0.32734  0.206
H 2.36882 1.18790 0.79868  0.212
H 0.60099 2.65208 0.32172  0.207
H -0.79442 1.21056 -1.61641  0.223
H -1.60747 2.00426 -0.27957  0.219



no.,molecular weight (g mol⁻¹)
1,98.1
2,98.1
3,98.1
4,98.1
5,98.1
6,98.1
7,98.1
8,98.1